Record 1
Formula: C19H27N2SY
Source: the OMol25 dataset
Level of theory: ωB97M-V/def2-TZVPD

Output
Charge: +2
Frontier orbital gap, eV: 8.30
E_LUMO, eV: -6.78
Relative energy (zero: lowest compared OMol25 entry of this formula, charge and spin), kJ/mol: 102.5

Atoms and positions in Å:
C (-5.0653, -3.1627, 2.4651)
C (-1.5588, 1.2595, 1.2564)
C (1.9449, -0.4115, -2.0627)
C (-0.2163, 0.5799, -3.8799)
H (0.6145, -1.3101, -4.4839)
C (2.6030, -1.9138, -0.2737)
H (-0.7935, 1.0160, -3.0398)
H (0.4027, 2.6090, -1.0802)
H (-2.0039, -1.2071, -2.8632)
H (3.1792, -3.0202, 1.4675)
H (0.7098, 1.1307, -4.0134)
C (-3.7464, -2.0089, 0.9909)
H (-5.9797, -2.7516, 2.9007)
C (0.8055, -1.1845, -2.3738)
H (-0.0075, 0.3395, 2.5935)
H (-5.6652, -2.3106, -0.7876)
H (4.3717, -2.9688, 0.1834)
C (1.4496, -2.6618, -0.5179)
H (-5.7833, -3.9874, -0.2144)
H (2.2043, 0.4332, -2.6850)
H (-5.1519, -4.2511, 2.4399)
H (-3.2127, -3.5186, 3.6030)
H (-2.4568, 1.2172, 1.8608)
N (-3.0398, -2.0191, 2.1358)
H (1.3135, -3.5979, 0.0115)
C (-0.2727, 0.7723, 1.6348)
S (-3.2528, -1.3122, -0.4845)
H (1.7394, 1.2211, 0.7809)
Y (-0.7694, -0.3968, -0.5226)
C (-1.3602, -1.5920, -3.6763)
H (-2.1783, 2.6271, -0.3948)
H (-1.8567, -1.3441, -4.6129)
C (-5.8448, -2.9384, 0.0836)
H (-1.3142, -2.6770, -3.6260)
H (3.7142, -0.1865, -0.8916)
H (-4.0206, -1.9950, 4.0114)
C (-1.4200, 1.9956, 0.0499)
H (-2.3653, -1.3059, 2.3711)
H (-6.8438, -2.7432, 0.4718)
C (3.6182, -2.3803, 0.7074)
H (-0.1699, -3.0707, -1.8595)
C (0.6655, 1.2378, 0.6680)
N (-4.8844, -2.6556, 1.1120)
C (2.8155, -0.7682, -1.0465)
H (4.1411, -1.5506, 1.1743)
C (0.0145, -0.9180, -3.6501)
H (-0.7964, 0.7117, -4.7908)
C (-3.7972, -2.6881, 3.1974)
C (0.5575, -2.3226, -1.5487)
C (-0.0467, 1.9830, -0.3176)

Atomic partial charges in e from the natural (NBO) method, atoms 1 to 8: -0.225 -0.343 -0.197 -0.577 0.259 0.055 0.174 0.278



Record 2
Formula: C13H19N4O5RuS2
Source: the OMol25 dataset
Level of theory: ωB97M-V/def2-TZVPD

Output
Charge: 0
Frontier orbital gap (alpha / beta), eV: 8.35 / 7.12
E_LUMO (alpha / beta), eV: -0.05 / -1.31
Relative energy (zero: lowest compared OMol25 entry of this formula, charge and spin), kJ/mol: 0.0
2S+1: 2
⟨S²⟩: 0.76

Atoms and positions in Å:
C (2.6555, 0.5917, -1.1555)
H (3.9750, -0.5305, 0.7298)
H (2.0848, 0.5967, -2.0835)
O (-2.0534, 0.1590, -3.0575)
N (0.9122, -0.3710, 2.1271)
H (-3.3717, -1.8856, -2.5524)
C (-1.7625, -1.3881, -1.2781)
N (1.0732, 2.0083, 0.0609)
H (1.0117, 2.5969, 0.8852)
H (0.7793, -1.4002, 2.1757)
H (0.4551, 0.0859, 2.9084)
H (2.5641, 0.9247, 2.1437)
Ru (0.1297, 0.1249, 0.2192)
O (-1.5993, 2.8282, -0.4994)
H (0.4628, 2.4323, -0.6363)
H (-3.9061, -3.9796, -1.2295)
C (-2.0627, 3.9698, -1.2327)
H (2.7068, 2.7434, -1.0995)
C (-0.2739, -3.2813, 1.5827)
C (2.3656, -0.1477, 2.1291)
H (2.8348, -0.5812, 3.0153)
O (-0.7896, -3.9789, 2.4485)
C (-2.8056, -2.1871, -1.6832)
H (3.1456, 1.9807, 0.4190)
N (-0.9863, -1.6707, -0.2087)
H (-2.4157, -4.5251, 0.7265)
H (-1.9439, 4.8781, -0.6441)
H (-1.4527, 3.9927, -2.1318)
C (-3.0811, -3.3355, -0.9545)
C (-2.2712, -3.6462, 0.1158)
H (2.8773, -1.8968, 1.0329)
C (-2.2463, 2.4893, 0.6243)
O (0.9276, -2.9020, 1.4633)
H (3.7132, 0.4374, -1.3872)
O (-0.3070, 0.4380, -1.6942)
H (-3.1133, 3.8455, -1.4870)
S (-3.4294, 3.3793, 1.3155)
H (2.0442, -1.3486, -0.8743)
N (2.1225, -0.5026, -0.3190)
C (-1.4003, -0.1670, -2.0967)
C (2.4691, 1.9146, -0.4318)
C (-1.2106, -2.8105, 0.4574)
C (2.9331, -0.8212, 0.8885)
S (-1.7609, 0.9403, 1.2682)

Atomic partial charges in e from the natural (NBO) method, atoms 1 to 8: -0.240 0.195 0.241 -0.588 -0.765 0.252 0.084 -0.738



Record 3
Formula: C13H23F3NO4P2Ru
Source: the OMol25 dataset
Level of theory: ωB97M-V/def2-TZVPD

Output
Charge: +3
Frontier orbital gap (alpha / beta), eV: 6.47 / 5.42
E_LUMO (alpha / beta), eV: -12.36 / -15.06
Relative energy (zero: lowest compared OMol25 entry of this formula, charge and spin), kJ/mol: 85.9
2S+1: 5
⟨S²⟩: 6.03

Atoms and positions in Å:
H (-3.8336, -0.4236, 1.2342)
C (-0.7235, 4.1329, -0.3254)
C (0.8004, 0.4375, -3.2970)
P (1.5711, 0.0758, -1.7028)
C (3.0203, -1.4566, 3.2571)
O (-2.5051, 0.9081, -2.4648)
H (-3.2009, -0.9057, -0.3894)
H (-2.6335, -1.7439, 1.0831)
C (0.4615, 4.7674, -0.6709)
H (0.6004, -0.5242, -3.7848)
C (2.8624, -1.1511, -1.9548)
H (2.9920, 2.0094, -2.2544)
H (1.4848, 1.0516, -3.8960)
H (2.5328, 4.4189, -1.2663)
O (-1.4700, -1.3596, -1.9446)
C (2.5199, 1.6408, -1.3375)
C (1.5062, 2.6104, -0.8009)
O (0.9457, -1.2177, 2.0126)
H (-0.7716, -1.1634, -1.2013)
H (-1.5739, -2.3267, -1.9846)
O (2.7135, -0.1345, 1.1972)
H (-0.1550, 0.9585, -3.1410)
F (4.3506, -1.3434, 3.0270)
C (-2.0000, 1.9437, -0.0054)
H (-2.1927, -0.0817, -2.3694)
C (-1.5629, 0.8137, 2.6008)
C (-0.7409, 2.7431, -0.1592)
F (2.7250, -2.7603, 3.4890)
H (-3.3897, 0.9433, -2.8659)
H (-2.3502, 1.5504, 2.8043)
N (0.4200, 2.0449, -0.2251)
H (2.3635, -2.1012, -2.1781)
H (3.3048, 1.4158, -0.5991)
H (0.4985, 5.8504, -0.7671)
H (-0.5853, 1.2374, 2.8622)
C (1.5915, 3.9980, -0.9212)
H (-1.6630, 4.6652, -0.1784)
H (-2.7402, 2.4839, 0.5846)
H (-1.7249, -0.0961, 3.1934)
H (3.4452, -1.2502, -1.0306)
Ru (0.4527, -0.0870, 0.1631)
H (-2.4178, 1.6359, -1.0537)
P (-1.5702, 0.3597, 0.8396)
C (-2.9614, -0.7801, 0.6736)
H (3.5153, -0.8638, -2.7874)
F (2.7201, -0.7471, 4.3801)
C (2.1745, -0.8847, 2.0352)

Atomic partial charges in e from the Löwdin method, atoms 1 to 8: 0.098 0.127 -0.182 0.764 -0.471 -0.077 0.048 0.088



What did the second record say?
Formula: C13H19N4O5RuS2
Source: the OMol25 dataset
Level of theory: ωB97M-V/def2-TZVPD

Output
Charge: 0
Frontier orbital gap (alpha / beta), eV: 8.35 / 7.12
E_LUMO (alpha / beta), eV: -0.05 / -1.31
Relative energy (zero: lowest compared OMol25 entry of this formula, charge and spin), kJ/mol: 0.0
2S+1: 2
⟨S²⟩: 0.76

Atoms and positions in Å:
C (2.6555, 0.5917, -1.1555)
H (3.9750, -0.5305, 0.7298)
H (2.0848, 0.5967, -2.0835)
O (-2.0534, 0.1590, -3.0575)
N (0.9122, -0.3710, 2.1271)
H (-3.3717, -1.8856, -2.5524)
C (-1.7625, -1.3881, -1.2781)
N (1.0732, 2.0083, 0.0609)
H (1.0117, 2.5969, 0.8852)
H (0.7793, -1.4002, 2.1757)
H (0.4551, 0.0859, 2.9084)
H (2.5641, 0.9247, 2.1437)
Ru (0.1297, 0.1249, 0.2192)
O (-1.5993, 2.8282, -0.4994)
H (0.4628, 2.4323, -0.6363)
H (-3.9061, -3.9796, -1.2295)
C (-2.0627, 3.9698, -1.2327)
H (2.7068, 2.7434, -1.0995)
C (-0.2739, -3.2813, 1.5827)
C (2.3656, -0.1477, 2.1291)
H (2.8348, -0.5812, 3.0153)
O (-0.7896, -3.9789, 2.4485)
C (-2.8056, -2.1871, -1.6832)
H (3.1456, 1.9807, 0.4190)
N (-0.9863, -1.6707, -0.2087)
H (-2.4157, -4.5251, 0.7265)
H (-1.9439, 4.8781, -0.6441)
H (-1.4527, 3.9927, -2.1318)
C (-3.0811, -3.3355, -0.9545)
C (-2.2712, -3.6462, 0.1158)
H (2.8773, -1.8968, 1.0329)
C (-2.2463, 2.4893, 0.6243)
O (0.9276, -2.9020, 1.4633)
H (3.7132, 0.4374, -1.3872)
O (-0.3070, 0.4380, -1.6942)
H (-3.1133, 3.8455, -1.4870)
S (-3.4294, 3.3793, 1.3155)
H (2.0442, -1.3486, -0.8743)
N (2.1225, -0.5026, -0.3190)
C (-1.4003, -0.1670, -2.0967)
C (2.4691, 1.9146, -0.4318)
C (-1.2106, -2.8105, 0.4574)
C (2.9331, -0.8212, 0.8885)
S (-1.7609, 0.9403, 1.2682)

Atomic partial charges in e from the natural (NBO) method, atoms 1 to 8: -0.240 0.195 0.241 -0.588 -0.765 0.252 0.084 -0.738



Q: relative energy (zero: lowest compared OMol25 entry of this formula, charge and spin) of number 3 (C13H23F3NO4P2Ru)?
A: 85.9 kJ/mol